Here is C40H34Cl2GeNO5S4TcTe as an isolated structure from the OMol25 dataset. Energies are from ωB97M-V/def2-TZVPD.

Properties
- ΔE to the lowest compared entry with this formula, charge and spin: 0.0 kJ/mol

Cartesian coordinates (Å):
Tc (-0.109, 0.857, 1.202)
O (-3.072, 6.954, 1.433)
C (-2.445, 5.945, 1.284)
S (-2.722, 4.801, -0.051)
C (-1.523, 3.623, 0.429)
C (-0.789, 3.919, 1.542)
S (0.448, 2.883, 2.108)
S (-1.150, 5.417, 2.374)
S (-1.313, 2.187, -0.458)
C (0.728, 0.804, 4.968)
Te (0.865, -0.537, 3.318)
C (2.978, -0.118, 3.092)
H (1.375, 0.455, 5.769)
H (-0.304, 0.809, 5.305)
H (1.031, 1.796, 4.644)
H (3.122, 0.938, 2.868)
H (3.363, -0.711, 2.264)
H (3.522, -0.377, 3.998)
Cl (-5.410, -4.096, 1.625)
C (-4.805, -3.836, 0.015)
C (-4.831, -4.887, -0.878)
C (-4.367, -4.696, -2.168)
C (-3.857, -3.466, -2.535)
C (-3.806, -2.424, -1.622)
Cl (-3.039, -0.967, -2.130)
C (-4.317, -2.557, -0.318)
N (-4.288, -1.582, 0.671)
C (-4.769, -0.263, 0.608)
C (-5.437, 0.213, -0.518)
C (-5.897, 1.516, -0.569)
C (-5.722, 2.356, 0.518)
C (-5.114, 1.865, 1.662)
C (-4.643, 0.562, 1.738)
C (-3.973, 0.079, 3.006)
C (-2.427, 0.086, 2.976)
O (-1.821, -0.735, 3.677)
O (-1.856, 1.002, 2.283)
H (-5.227, -5.841, -0.561)
H (-4.395, -5.506, -2.884)
H (-3.470, -3.300, -3.532)
H (-4.297, -1.981, 1.596)
H (-5.604, -0.451, -1.355)
H (-6.402, 1.871, -1.459)
H (-6.066, 3.381, 0.486)
H (-4.993, 2.511, 2.523)
H (-4.295, -0.931, 3.266)
H (-4.246, 0.744, 3.827)
C (-0.292, -3.287, -0.040)
C (-0.088, -1.835, 0.209)
O (1.079, -1.340, -0.176)
O (-0.883, -1.088, 0.761)
H (-0.226, -3.496, -1.108)
H (-1.266, -3.593, 0.330)
H (0.490, -3.849, 0.471)
C (1.277, 0.025, 0.126)
Ge (2.970, 0.267, -0.945)
C (3.651, 2.101, -1.081)
C (4.709, 2.409, -1.934)
C (5.124, 3.722, -2.089)
C (4.486, 4.741, -1.395)
C (3.432, 4.444, -0.545)
C (3.015, 3.130, -0.393)
C (4.311, -1.000, -0.252)
C (5.514, -0.508, 0.250)
C (6.494, -1.378, 0.704)
C (6.280, -2.748, 0.671)
C (5.078, -3.246, 0.187)
C (4.100, -2.377, -0.271)
C (2.247, -0.293, -2.692)
C (2.730, -1.370, -3.430)
C (2.118, -1.733, -4.621)
C (1.020, -1.023, -5.085)
C (0.528, 0.048, -4.353)
C (1.138, 0.407, -3.161)
H (5.203, 1.614, -2.484)
H (5.944, 3.954, -2.756)
H (4.806, 5.767, -1.522)
H (2.928, 5.232, -0.001)
H (2.185, 2.884, 0.255)
H (5.673, 0.563, 0.287)
H (7.432, -0.987, 1.075)
H (7.048, -3.428, 1.014)
H (4.909, -4.314, 0.158)
H (3.160, -2.765, -0.645)
H (3.589, -1.922, -3.066)
H (2.495, -2.576, -5.185)
H (0.552, -1.297, -6.022)
H (-0.337, 0.596, -4.703)
H (0.746, 1.235, -2.576)

Atomic partial charges in e from the Löwdin method, atoms 1 to 2: atom 1 (Tc): 0.7317, atom 2 (O): -0.0462